Computed, not measured: a single C22H24N2O molecule, with wB97M-V/def2-TZVPD.

Results
Electronic energy, eV: -28228.714
Net charge: 0
Energy above the lowest of the compared OMol25 structures with the same formula, charge and spin, kcal/mol: 86.7
Strongest force on any atom, eV/A: 5.064
E_LUMO, Eh: 0.0012
Frontier orbital gap, eV: 8.279
Molecular weight, g/mol: 332.447

Each line ends with the Löwdin charge.
Element x y z (Å)
1 C -4.391 0.142 -0.858  -0.018
2 C -4.212 -0.551 0.518  -0.180
3 C -5.410 -1.032 1.000  -0.053
4 C -5.529 -1.458 2.329  -0.039
5 C -4.388 -1.517 3.201  -0.060
6 C -3.232 -0.989 2.721  -0.044
7 C -3.090 -0.555 1.366  -0.098
8 C -1.785 0.075 1.025  -0.087
9 C -1.734 1.291 0.421  0.057
10 C -0.599 2.000 0.026  -0.464
11 O -0.850 2.908 -0.730  0.075
12 N 0.590 1.292 0.131  0.055
13 C 1.797 2.065 -0.312  -0.053
14 C 2.667 1.452 -1.613  -0.242
15 C 3.739 0.501 -1.063  -0.170
16 C 4.609 -0.036 -2.281  -0.217
17 C 3.784 -0.652 -3.341  -0.245
18 N 2.923 0.424 -3.802  -0.073
19 C 1.918 0.849 -2.830  -0.159
20 C 0.689 0.188 1.051  -0.095
21 C 1.870 -0.184 1.672  -0.038
22 C 1.884 -1.228 2.600  -0.085
23 C 0.755 -1.987 2.747  -0.072
24 C -0.443 -1.689 2.024  -0.020
25 C -0.534 -0.509 1.338  -0.127
26 H -5.308 -0.119 -1.278  0.046
27 H -4.360 1.224 -0.728  0.085
28 H -3.624 -0.143 -1.526  0.072
29 H -6.225 -0.936 0.299  0.104
30 H -6.458 -1.607 2.795  0.080
31 H -4.582 -1.794 4.173  0.078
32 H -2.472 -1.230 3.409  0.096
33 H -2.587 1.839 0.190  0.102
34 H 1.606 3.202 -0.478  0.145
35 H 2.520 2.067 0.553  0.100
36 H 3.295 2.320 -1.865  0.129
37 H 4.391 1.133 -0.410  0.117
38 H 3.270 -0.367 -0.474  0.121
39 H 5.302 -0.801 -1.977  0.087
40 H 5.365 0.717 -2.648  0.128
41 H 4.408 -1.100 -4.126  0.111
42 H 3.129 -1.528 -2.934  0.153
43 H 3.428 1.217 -4.034  0.073
44 H 1.410 -0.008 -2.532  0.098
45 H 1.331 1.543 -3.329  0.100
46 H 2.757 0.435 1.427  0.095
47 H 2.845 -1.538 3.024  0.113
48 H 0.845 -2.999 3.148  0.105
49 H -1.315 -2.329 1.981  0.116

Computed, not measured: a single C22H24N2O3 molecule, with wB97M-V/def2-TZVPD.

Results
Electronic energy, eV: -32327.415
Net charge: 0
Energy above the lowest of the compared OMol25 structures with the same formula, charge and spin, kcal/mol: 33.8
Strongest force on any atom, eV/A: 0.834
E_LUMO, Eh: 0.0189
Frontier orbital gap, eV: 8.179
Molecular weight, g/mol: 364.445

Each line ends with the Löwdin charge.
Element x y z (Å)
1 C -2.685 -2.054 -2.566  -0.070
2 C -1.677 -0.919 -2.385  -0.140
3 C -0.740 -1.254 -1.237  -0.452
4 O 0.312 -1.835 -1.420  0.091
5 N -1.154 -0.889 0.002  0.003
6 C -0.425 -1.366 1.178  -0.057
7 C 1.062 -1.318 0.983  -0.121
8 C 1.746 -0.171 0.778  0.044
9 C 3.151 -0.168 0.529  -0.140
10 C 3.873 1.009 0.290  0.033
11 C 5.227 0.956 0.026  -0.277
12 O 6.024 2.035 -0.219  -0.089
13 C 5.438 3.312 -0.216  -0.093
14 C 5.876 -0.289 -0.004  0.004
15 C 5.183 -1.450 0.229  -0.006
16 C 3.813 -1.407 0.502  -0.184
17 N 3.099 -2.545 0.763  0.177
18 C 1.752 -2.608 1.029  -0.430
19 O 1.228 -3.671 1.311  0.057
20 C -2.383 -0.230 0.270  -0.213
21 C -3.456 -0.971 0.755  -0.010
22 C -4.656 -0.359 1.055  -0.036
23 C -4.810 1.012 0.879  -0.273
24 C -6.120 1.673 1.180  -0.050
25 C -3.730 1.743 0.409  -0.001
26 C -2.511 1.150 0.106  -0.203
27 C -1.370 2.002 -0.367  -0.029
28 H -2.164 -3.002 -2.677  0.083
29 H -3.287 -1.882 -3.455  0.074
30 H -3.349 -2.118 -1.707  0.061
31 H -1.066 -0.832 -3.285  0.120
32 H -2.201 0.020 -2.214  0.102
33 H -0.723 -0.735 2.021  0.144
34 H -0.695 -2.407 1.392  0.132
35 H 1.225 0.777 0.769  0.120
36 H 3.338 1.945 0.315  0.109
37 H 4.664 3.402 -0.986  0.095
38 H 6.245 4.009 -0.436  0.092
39 H 5.008 3.555 0.762  0.095
40 H 6.933 -0.304 -0.216  0.119
41 H 5.692 -2.402 0.204  0.114
42 H 3.583 -3.434 0.738  0.165
43 H -3.335 -2.035 0.898  0.124
44 H -5.481 -0.947 1.427  0.114
45 H -6.836 1.459 0.387  0.085
46 H -6.535 1.296 2.113  0.080
47 H -6.005 2.751 1.255  0.075
48 H -3.832 2.812 0.277  0.120
49 H -0.982 2.591 0.465  0.089
50 H -0.562 1.395 -0.769  0.067
51 H -1.704 2.696 -1.136  0.086

Computed, not measured: a single C22H24N2O7S molecule, with wB97M-V/def2-TZVPD.

Results
Electronic energy, eV: -51350.396
Net charge: 0
Energy above the lowest of the compared OMol25 structures with the same formula, charge and spin, kcal/mol: 48.1
Strongest force on any atom, eV/A: 1.313
E_LUMO, Eh: 0.0212
Frontier orbital gap, eV: 7.986
Molecular weight, g/mol: 460.508

Each line ends with the Löwdin charge.
Element x y z (Å)
1 C 0.682 3.821 1.710  -0.060
2 C 0.087 2.471 1.341  -0.250
3 O 1.134 1.673 0.819  -0.057
4 C 0.867 0.363 0.522  -0.187
5 C -0.392 -0.212 0.564  0.047
6 C -0.568 -1.555 0.265  -0.210
7 N -1.842 -2.121 0.303  -0.038
8 S -2.984 -1.635 1.434  0.672
9 O -2.363 -1.178 2.644  -0.275
10 O -3.924 -2.713 1.503  -0.282
11 C -3.741 -0.244 0.611  -0.298
12 C -4.279 -0.425 -0.645  -0.044
13 C -4.866 0.640 -1.307  0.001
14 C -4.910 1.894 -0.699  -0.267
15 O -5.453 3.003 -1.252  -0.074
16 C -6.046 2.911 -2.528  -0.080
17 C -4.363 2.060 0.579  0.014
18 C -3.784 0.993 1.230  -0.063
19 C 0.534 -2.343 -0.101  -0.196
20 O 0.260 -3.654 -0.374  -0.058
21 C 1.340 -4.515 -0.695  -0.249
22 C 0.769 -5.909 -0.900  -0.063
23 C 1.791 -1.765 -0.164  0.070
24 C 1.969 -0.423 0.148  -0.133
25 N 3.215 0.203 0.116  0.163
26 C 4.425 -0.313 -0.229  -0.397
27 O 4.632 -1.456 -0.593  0.078
28 C 5.513 0.674 -0.122  -0.183
29 C 6.851 0.525 -0.385  0.011
30 C 7.448 1.776 -0.120  -0.049
31 C 6.436 2.594 0.283  -0.106
32 O 5.265 1.943 0.286  0.047
33 H 1.120 4.288 0.832  0.077
34 H -0.093 4.469 2.108  0.076
35 H 1.459 3.694 2.459  0.078
36 H -0.346 1.987 2.225  0.132
37 H -0.702 2.597 0.587  0.126
38 H -1.257 0.361 0.845  0.082
39 H -1.839 -3.117 0.139  0.119
40 H -4.239 -1.403 -1.096  0.120
41 H -5.284 0.484 -2.289  0.107
42 H -6.882 2.205 -2.531  0.098
43 H -6.418 3.910 -2.750  0.095
44 H -5.317 2.618 -3.289  0.097
45 H -4.413 3.037 1.033  0.122
46 H -3.362 1.095 2.218  0.117
47 H 2.072 -4.518 0.123  0.131
48 H 1.838 -4.166 -1.609  0.130
49 H 1.569 -6.601 -1.145  0.076
50 H 0.272 -6.245 0.006  0.078
51 H 0.044 -5.900 -1.710  0.077
52 H 2.660 -2.335 -0.443  0.096
53 H 3.182 1.175 0.396  0.140
54 H 7.327 -0.372 -0.722  0.119
55 H 8.483 2.031 -0.215  0.103
56 H 6.424 3.624 0.583  0.123

Computed, not measured: a single C22H24N4O2S molecule, with wB97M-V/def2-TZVPD.

Results
Electronic energy, eV: -44094.687
Net charge: 0
Energy above the lowest of the compared OMol25 structures with the same formula, charge and spin, kcal/mol: 26.3
Strongest force on any atom, eV/A: 1.077
E_LUMO, Eh: 0.0252
Frontier orbital gap, eV: 9.026
Molecular weight, g/mol: 408.527

Each line ends with the Löwdin charge.
Element x y z (Å)
1 C -5.902 -1.626 1.028  -0.054
2 C -4.487 -1.138 0.972  -0.285
3 C -3.467 -1.987 0.558  -0.037
4 C -2.159 -1.550 0.501  -0.033
5 C -1.836 -0.245 0.850  -0.210
6 C -0.413 0.243 0.776  -0.155
7 N 0.289 -0.232 -0.401  -0.088
8 C 0.005 0.493 -1.638  -0.054
9 C -1.431 0.890 -1.737  -0.279
10 C -2.510 0.233 -2.254  -0.014
11 C -3.618 1.095 -2.080  -0.049
12 C -3.128 2.211 -1.478  -0.121
13 O -1.808 2.100 -1.272  0.039
14 C 1.246 -1.173 -0.299  -0.756
15 S 1.514 -1.973 1.144  0.729
16 N 1.957 -1.505 -1.407  0.024
17 C 3.115 -2.380 -1.374  -0.120
18 C 4.324 -1.490 -1.058  -0.506
19 O 5.017 -1.006 -1.929  0.055
20 N 4.450 -1.225 0.257  0.058
21 C 5.105 -0.014 0.719  -0.118
22 C 4.049 1.051 0.859  -0.185
23 C 3.574 1.475 2.093  -0.021
24 C 2.519 2.372 2.136  -0.053
25 C 1.959 2.789 0.940  -0.164
26 N 2.393 2.384 -0.243  0.066
27 C 3.416 1.550 -0.277  -0.099
28 C -2.847 0.600 1.282  -0.043
29 C -4.156 0.158 1.342  -0.045
30 H -6.015 -2.359 1.828  0.082
31 H -6.591 -0.806 1.214  0.072
32 H -6.177 -2.111 0.093  0.078
33 H -3.704 -3.004 0.278  0.113
34 H -1.380 -2.226 0.180  0.101
35 H 0.139 -0.111 1.654  0.067
36 H -0.390 1.337 0.770  0.115
37 H 0.631 1.397 -1.672  0.124
38 H 0.219 -0.149 -2.494  0.130
39 H -2.515 -0.743 -2.692  0.119
40 H -4.632 0.905 -2.364  0.105
41 H -3.599 3.122 -1.165  0.124
42 H 1.990 -0.835 -2.161  0.127
43 H 2.961 -3.148 -0.614  0.085
44 H 3.231 -2.835 -2.358  0.128
45 H 3.729 -1.599 0.874  0.026
46 H 5.846 0.263 -0.035  0.128
47 H 5.599 -0.210 1.673  0.123
48 H 4.022 1.106 3.005  0.116
49 H 2.129 2.725 3.078  0.104
50 H 1.123 3.478 0.918  0.107
51 H 3.751 1.254 -1.264  0.118
52 H -2.610 1.614 1.571  0.118
53 H -4.932 0.833 1.675  0.110

Computed, not measured: a single C22H24N4O2S molecule, with wB97M-V/def2-TZVPD.

Results
Electronic energy, eV: -44095.729
Net charge: 0
Energy above the lowest of the compared OMol25 structures with the same formula, charge and spin, kcal/mol: 2.3
Strongest force on any atom, eV/A: 0.748
E_LUMO, Eh: 0.0237
Frontier orbital gap, eV: 8.765
Molecular weight, g/mol: 408.527

Each line ends with the Löwdin charge.
Element x y z (Å)
1 C 1.698 1.693 2.010  -0.030
2 N 2.273 2.791 1.269  -0.137
3 C 3.674 2.623 0.950  -0.031
4 C 1.608 3.823 0.724  -0.520
5 O 2.161 4.747 0.158  0.033
6 C 0.076 3.842 0.875  -0.038
7 N -0.570 2.629 0.458  -0.023
8 C -0.314 1.904 -0.669  -0.578
9 S 0.891 2.371 -1.825  1.068
10 C 0.926 0.776 -2.699  -0.337
11 C 1.210 -0.314 -1.665  -0.505
12 O 1.865 -0.052 -0.675  0.012
13 N 0.721 -1.551 -1.927  0.014
14 C -0.048 -1.898 -3.106  -0.135
15 C -1.525 -1.919 -2.722  -0.159
16 C -1.731 -3.094 -1.773  -0.145
17 C -0.610 -3.223 -0.774  -0.157
18 C -0.748 -4.125 0.273  -0.045
19 C 0.258 -4.312 1.201  -0.088
20 C 1.438 -3.600 1.079  -0.078
21 C 1.601 -2.702 0.041  -0.004
22 C 0.578 -2.495 -0.878  -0.139
23 N -1.033 0.817 -0.779  0.132
24 C -1.819 0.790 0.344  -0.203
25 C -2.758 -0.143 0.761  -0.006
26 C -3.407 0.090 1.956  -0.094
27 C -3.139 1.222 2.726  -0.096
28 C -2.207 2.161 2.330  -0.023
29 C -1.547 1.931 1.135  -0.173
30 H 0.773 1.979 2.503  0.084
31 H 1.517 0.835 1.357  0.080
32 H 2.412 1.391 2.778  0.097
33 H 4.272 2.609 1.863  0.092
34 H 3.984 3.455 0.323  0.087
35 H 3.808 1.683 0.412  0.089
36 H -0.272 4.686 0.267  0.141
37 H -0.188 4.037 1.918  0.132
38 H -0.038 0.665 -3.186  0.069
39 H 1.731 0.843 -3.432  0.095
40 H 0.269 -2.899 -3.420  0.139
41 H 0.165 -1.211 -3.922  0.114
42 H -1.761 -0.980 -2.217  0.091
43 H -2.159 -2.019 -3.604  0.115
44 H -1.779 -4.025 -2.350  0.124
45 H -2.682 -3.000 -1.245  0.109
46 H -1.669 -4.685 0.358  0.113
47 H 0.124 -5.014 2.011  0.100
48 H 2.239 -3.747 1.788  0.102
49 H 2.521 -2.152 -0.057  0.110
50 H -2.966 -1.018 0.167  0.097
51 H -4.142 -0.618 2.307  0.099
52 H -3.673 1.366 3.653  0.099
53 H -2.010 3.037 2.932  0.105

Computed, not measured: a single C22H24N4O2S molecule, with wB97M-V/def2-TZVPD.

Results
Electronic energy, eV: -44094.304
Net charge: 0
Energy above the lowest of the compared OMol25 structures with the same formula, charge and spin, kcal/mol: 35.1
Strongest force on any atom, eV/A: 1.329
E_LUMO, Eh: 0.0260
Frontier orbital gap, eV: 8.493
Molecular weight, g/mol: 408.527

Each line ends with the Löwdin charge.
Element x y z (Å)
1 O -4.007 -1.927 1.620  0.057
2 C -3.920 -0.908 0.947  -0.390
3 C -5.139 -0.387 0.301  -0.172
4 C -6.325 -1.069 0.183  0.010
5 C -7.236 -0.185 -0.431  -0.048
6 C -6.549 0.973 -0.635  -0.104
7 O -5.286 0.864 -0.201  0.025
8 N -2.745 -0.241 0.823  -0.037
9 C -2.394 0.773 -0.143  -0.114
10 C -1.422 0.172 -1.170  -0.128
11 N -0.247 -0.405 -0.546  -0.070
12 C 0.797 0.450 -0.265  -0.223
13 N 0.551 1.754 -0.332  0.191
14 C 1.503 2.623 -0.002  -0.312
15 C 1.156 4.047 -0.094  -0.218
16 C 2.228 5.034 -0.480  -0.112
17 C 1.729 5.004 0.920  -0.112
18 N 2.711 2.297 0.430  0.127
19 C 2.993 1.008 0.405  -0.516
20 S 4.572 0.392 0.779  1.101
21 C 4.062 -1.215 0.311  -0.476
22 C 2.759 -1.287 -0.059  -0.205
23 C 2.101 -0.016 0.023  -0.102
24 C 2.188 -2.559 -0.612  -0.149
25 C 3.313 -3.445 -1.146  -0.190
26 C 4.360 -3.652 -0.056  -0.193
27 C 5.053 -2.327 0.265  -0.204
28 C -0.607 -1.388 0.458  -0.123
29 C -1.577 -0.783 1.484  -0.102
30 H -6.499 -2.075 0.503  0.119
31 H -8.258 -0.381 -0.682  0.103
32 H -6.837 1.913 -1.064  0.123
33 H -1.889 1.595 0.374  0.122
34 H -3.274 1.158 -0.648  0.115
35 H -1.923 -0.630 -1.721  0.131
36 H -1.097 0.948 -1.863  0.121
37 H 0.148 4.215 -0.451  0.133
38 H 3.210 4.629 -0.669  0.097
39 H 1.947 5.856 -1.120  0.097
40 H 2.374 4.579 1.672  0.097
41 H 1.094 5.805 1.268  0.097
42 H 1.470 -2.322 -1.399  0.120
43 H 1.658 -3.113 0.168  0.112
44 H 2.903 -4.405 -1.464  0.111
45 H 3.778 -2.970 -2.012  0.122
46 H 5.104 -4.385 -0.373  0.110
47 H 3.870 -4.037 0.841  0.118
48 H 5.587 -2.393 1.217  0.113
49 H 5.797 -2.099 -0.505  0.119
50 H -1.084 -2.238 -0.039  0.137
51 H 0.285 -1.725 0.981  0.111
52 H -1.076 0.028 2.025  0.137
53 H -1.910 -1.549 2.186  0.124

What is the E_LUMO in the fifth record? 0.0237 Eh